1.
The following is a DFT calculation (ωB97M-V/def2-TZVPD) of C50H52IrN5 as an isolated structure at a distorted geometry.

## Properties
Spin multiplicity: 1
Energy above the lowest of the compared OMol25 structures with the same formula, charge and spin, kcal per mole: 15.76
Net charge: 0
Kohn-Sham gap, eV: 5.939

Each line ends with the Mulliken charge.
Cartesian coordinates (Å):
Ir: 0.15 -0.09 -0.06  1.7734
C: 0.68 2.84 -4.20  -1.7383
C: 1.27 1.74 -3.32  2.0234
C: 1.84 0.60 -4.18  -1.4389
C: 2.34 2.27 -2.39  0.8299
C: 3.49 2.84 -2.92  -0.4244
C: 4.47 3.37 -2.09  -1.7052
C: 4.31 3.30 -0.72  -0.4879
C: 3.18 2.73 -0.15  0.5633
C: 3.09 2.63 1.36  1.5569
C: 3.26 3.99 2.05  -1.7715
C: 4.14 1.65 1.87  -1.8075
C: 2.17 2.24 -1.00  -0.9427
N: 0.95 1.79 -0.42  0.3192
C: 0.12 2.73 0.02  0.6167
C: -1.02 2.38 0.74  0.0835
N: -1.25 1.08 0.98  0.3712
C: -2.36 0.73 1.77  -2.0163
C: -2.25 0.78 3.17  0.8914
C: -3.33 0.36 3.94  -0.2073
C: -4.49 -0.11 3.34  -1.7959
C: -4.59 -0.15 1.96  -0.5525
C: -3.53 0.25 1.16  2.1019
C: -3.63 0.20 -0.35  2.4126
C: -4.26 -1.10 -0.86  -1.5298
C: -4.39 1.42 -0.87  -1.6247
C: -0.97 1.27 3.84  1.6179
C: -1.25 2.36 4.87  -1.6860
C: -0.23 0.09 4.47  -1.5535
C: -1.77 3.60 1.08  0.9085
C: -2.94 3.90 1.73  0.6187
C: -3.35 5.26 1.82  -1.1832
C: -2.63 6.28 1.26  -1.0760
C: -1.41 6.01 0.57  1.1216
C: -0.56 6.94 -0.08  -0.9587
C: 0.58 6.49 -0.71  -1.2157
C: 0.95 5.12 -0.75  0.7291
C: 0.14 4.20 -0.14  0.0260
C: -1.03 4.67 0.51  -1.4222
H: -0.09 2.42 -4.85  0.4934
H: 1.45 3.29 -4.84  0.3126
H: 0.24 3.63 -3.60  0.3072
H: 0.47 1.33 -2.70  -1.1233
H: 2.62 0.97 -4.84  0.4075
H: 1.05 0.16 -4.80  0.3594
H: 2.27 -0.18 -3.56  0.2563
H: 3.62 2.88 -3.99  0.3777
H: 5.35 3.83 -2.52  0.3690
H: 5.09 3.70 -0.07  0.3542
H: 2.10 2.25 1.62  -0.6594
H: 4.29 4.35 1.95  0.3679
H: 3.04 3.91 3.11  0.4442
H: 2.60 4.74 1.62  0.3382
H: 5.15 2.03 1.66  0.3372
H: 4.04 0.69 1.37  0.5262
H: 4.06 1.50 2.95  0.4197
H: -3.26 0.39 5.02  0.4001
H: -5.33 -0.42 3.96  0.3639
H: -5.50 -0.51 1.50  0.3483
H: -2.61 0.24 -0.74  -1.8748
H: -5.32 -1.16 -0.60  0.4712
H: -3.76 -1.98 -0.44  0.2425
H: -4.18 -1.15 -1.95  0.3828
H: -5.41 1.43 -0.46  0.3430
H: -4.46 1.39 -1.96  0.4560
H: -3.90 2.34 -0.58  0.3416
H: -0.32 1.69 3.07  -0.7285
H: -1.82 1.98 5.72  0.3604
H: -1.81 3.18 4.42  0.3489
H: -0.31 2.75 5.26  0.4684
H: -0.86 -0.44 5.19  0.2791
H: 0.66 0.44 5.00  0.4852
H: 0.09 -0.63 3.71  0.2743
H: -3.55 3.13 2.18  0.5395
H: -4.27 5.49 2.34  0.4583
H: -2.98 7.31 1.34  0.4074
H: -0.80 7.99 -0.07  0.4166
H: 1.22 7.22 -1.20  0.4427
H: 1.85 4.84 -1.27  0.3637
C: -1.38 -1.70 -3.97  -1.2805
C: -0.45 -2.69 -4.25  -1.0530
C: 0.65 -2.83 -3.44  -0.8871
C: 0.83 -1.96 -2.35  -0.0755
N: -0.08 -1.01 -2.09  1.1193
C: -1.15 -0.89 -2.88  -0.5256
C: 1.94 -2.05 -1.40  1.7549
C: 3.09 -2.80 -1.65  -0.7414
C: 4.05 -2.94 -0.67  -1.1071
C: 3.88 -2.30 0.56  -0.6239
C: 2.77 -1.48 0.77  -0.8939
C: 1.78 -1.33 -0.20  -0.6127
H: -2.25 -1.55 -4.59  0.5131
H: -0.59 -3.36 -5.09  0.4318
H: 1.38 -3.60 -3.63  0.4822
H: -1.83 -0.08 -2.63  0.6751
H: 3.25 -3.26 -2.62  0.3797
H: 4.93 -3.54 -0.85  0.3934
H: 4.62 -2.42 1.34  0.4485
H: 2.67 -0.97 1.72  0.7480
N: -1.61 -2.09 1.75  -0.1054
C: -2.11 -3.33 1.88  -0.1869
C: -1.64 -4.06 0.81  -1.2112
C: -0.86 -3.16 0.08  -0.2046
N: -0.86 -1.96 0.65  0.5025
H: -1.78 -1.28 2.34  -0.2378
H: -2.75 -3.59 2.70  0.4923
H: -1.83 -5.10 0.59  0.4478
H: -0.29 -3.34 -0.82  0.4516


2.
The following is a DFT calculation (ωB97M-V/def2-TZVPD) of one molecule with the formula C5H5NO2 at a distorted geometry.

## Properties
Spin multiplicity: 1
Energy above the lowest of the compared OMol25 structures with the same formula, charge and spin, kcal per mole: 38.32
Net charge: 0
Kohn-Sham gap, eV: 10.427
SMILES: C/C=C(\C#N)OC=O

Each line ends with the Mulliken charge.
Cartesian coordinates (Å):
C: 2.06 -0.23 0.36  -1.1693
C: 0.72 -0.76 -0.12  -0.2090
C: -0.33 0.03 -0.32  0.5802
C: -2.64 -0.17 -0.11  0.0944
C: -0.18 1.42 -0.27  0.2597
H: 2.89 -0.57 -0.25  0.3198
H: 2.13 0.84 0.35  0.3445
H: 2.34 -0.64 1.37  0.2845
H: 0.66 -1.89 -0.30  0.3220
H: -3.53 -0.56 -0.56  0.3958
N: 0.01 2.58 -0.31  -0.4490
O: -1.51 -0.51 -0.78  -0.3269
O: -2.63 0.45 0.92  -0.4467


3.
The following is a DFT calculation (ωB97M-V/def2-TZVPD) of one molecule with the formula C18H18N2O5S at a distorted geometry.

## Properties
Spin multiplicity: 1
Energy above the lowest of the compared OMol25 structures with the same formula, charge and spin, kcal per mole: 22.71
Net charge: 0
Kohn-Sham gap, eV: 8.475
SMILES: O=C1CCCN1c1ccc(S(=O)(=O)Nc2ccc3c(c2)OCCO3)cc1

Each line ends with the Mulliken charge.
Cartesian coordinates (Å):
O: -2.45 -2.94 -0.99  -0.6466
C: -3.15 -2.00 -0.72  0.5147
N: -2.86 -0.99 0.17  0.1713
C: -1.68 -0.85 0.90  0.6687
C: -1.32 0.39 1.42  -0.3578
C: -0.15 0.53 2.15  -0.5731
C: 0.66 -0.57 2.37  0.1193
C: 0.31 -1.81 1.87  -0.8778
C: -0.85 -1.96 1.14  -0.6323
H: -1.12 -2.92 0.74  0.4525
H: 0.95 -2.65 2.07  0.4105
S: 2.20 -0.38 3.24  1.2816
O: 2.34 0.97 3.68  -0.6573
O: 2.38 -1.44 4.19  -0.7377
N: 3.34 -0.70 2.04  -0.2834
C: 3.14 -0.22 0.75  0.1907
C: 2.63 1.05 0.57  -0.2361
C: 2.39 1.54 -0.70  0.4684
C: 2.66 0.75 -1.82  0.4111
C: 3.21 -0.51 -1.64  -0.8465
C: 3.45 -1.00 -0.37  -1.0038
H: 3.87 -1.98 -0.24  0.3505
H: 3.44 -1.10 -2.51  0.4481
O: 2.40 1.17 -3.10  -0.4655
C: 1.55 2.29 -3.15  -0.4466
C: 1.99 3.34 -2.12  -0.4851
H: 1.36 4.22 -2.16  0.3450
H: 3.03 3.62 -2.33  0.2917
O: 1.88 2.81 -0.82  -0.4327
H: 1.61 2.69 -4.17  0.3487
H: 0.52 1.99 -2.93  0.2710
H: 2.43 1.68 1.43  0.8100
H: 3.69 -1.65 2.10  0.3191
H: 0.14 1.49 2.56  0.4671
H: -1.93 1.26 1.25  0.4270
C: -3.89 0.03 0.21  -0.7338
C: -5.12 -0.68 -0.37  -0.7221
C: -4.51 -1.70 -1.32  -0.6855
H: -5.09 -2.61 -1.44  0.3626
H: -4.35 -1.27 -2.32  0.2598
H: -5.80 0.01 -0.86  0.3530
H: -5.66 -1.19 0.43  0.3040
H: -4.05 0.37 1.23  0.4613
H: -3.61 0.89 -0.42  0.3158


Please write out number 3 again, unchanged.
The following is a DFT calculation (ωB97M-V/def2-TZVPD) of one molecule with the formula C18H18N2O5S at a distorted geometry.

## Properties
Spin multiplicity: 1
Energy above the lowest of the compared OMol25 structures with the same formula, charge and spin, kcal per mole: 22.71
Net charge: 0
Kohn-Sham gap, eV: 8.475
SMILES: O=C1CCCN1c1ccc(S(=O)(=O)Nc2ccc3c(c2)OCCO3)cc1

Each line ends with the Mulliken charge.
Cartesian coordinates (Å):
O: -2.45 -2.94 -0.99  -0.6466
C: -3.15 -2.00 -0.72  0.5147
N: -2.86 -0.99 0.17  0.1713
C: -1.68 -0.85 0.90  0.6687
C: -1.32 0.39 1.42  -0.3578
C: -0.15 0.53 2.15  -0.5731
C: 0.66 -0.57 2.37  0.1193
C: 0.31 -1.81 1.87  -0.8778
C: -0.85 -1.96 1.14  -0.6323
H: -1.12 -2.92 0.74  0.4525
H: 0.95 -2.65 2.07  0.4105
S: 2.20 -0.38 3.24  1.2816
O: 2.34 0.97 3.68  -0.6573
O: 2.38 -1.44 4.19  -0.7377
N: 3.34 -0.70 2.04  -0.2834
C: 3.14 -0.22 0.75  0.1907
C: 2.63 1.05 0.57  -0.2361
C: 2.39 1.54 -0.70  0.4684
C: 2.66 0.75 -1.82  0.4111
C: 3.21 -0.51 -1.64  -0.8465
C: 3.45 -1.00 -0.37  -1.0038
H: 3.87 -1.98 -0.24  0.3505
H: 3.44 -1.10 -2.51  0.4481
O: 2.40 1.17 -3.10  -0.4655
C: 1.55 2.29 -3.15  -0.4466
C: 1.99 3.34 -2.12  -0.4851
H: 1.36 4.22 -2.16  0.3450
H: 3.03 3.62 -2.33  0.2917
O: 1.88 2.81 -0.82  -0.4327
H: 1.61 2.69 -4.17  0.3487
H: 0.52 1.99 -2.93  0.2710
H: 2.43 1.68 1.43  0.8100
H: 3.69 -1.65 2.10  0.3191
H: 0.14 1.49 2.56  0.4671
H: -1.93 1.26 1.25  0.4270
C: -3.89 0.03 0.21  -0.7338
C: -5.12 -0.68 -0.37  -0.7221
C: -4.51 -1.70 -1.32  -0.6855
H: -5.09 -2.61 -1.44  0.3626
H: -4.35 -1.27 -2.32  0.2598
H: -5.80 0.01 -0.86  0.3530
H: -5.66 -1.19 0.43  0.3040
H: -4.05 0.37 1.23  0.4613
H: -3.61 0.89 -0.42  0.3158


net charge of number 3 (C18H18N2O5S)? 0


The highest Kohn-Sham gap belongs to which entry? C5H5NO2


What did the third record say?
The following is a DFT calculation (ωB97M-V/def2-TZVPD) of one molecule with the formula C18H18N2O5S at a distorted geometry.

## Properties
Spin multiplicity: 1
Energy above the lowest of the compared OMol25 structures with the same formula, charge and spin, kcal per mole: 22.71
Net charge: 0
Kohn-Sham gap, eV: 8.475
SMILES: O=C1CCCN1c1ccc(S(=O)(=O)Nc2ccc3c(c2)OCCO3)cc1

Each line ends with the Mulliken charge.
Cartesian coordinates (Å):
O: -2.45 -2.94 -0.99  -0.6466
C: -3.15 -2.00 -0.72  0.5147
N: -2.86 -0.99 0.17  0.1713
C: -1.68 -0.85 0.90  0.6687
C: -1.32 0.39 1.42  -0.3578
C: -0.15 0.53 2.15  -0.5731
C: 0.66 -0.57 2.37  0.1193
C: 0.31 -1.81 1.87  -0.8778
C: -0.85 -1.96 1.14  -0.6323
H: -1.12 -2.92 0.74  0.4525
H: 0.95 -2.65 2.07  0.4105
S: 2.20 -0.38 3.24  1.2816
O: 2.34 0.97 3.68  -0.6573
O: 2.38 -1.44 4.19  -0.7377
N: 3.34 -0.70 2.04  -0.2834
C: 3.14 -0.22 0.75  0.1907
C: 2.63 1.05 0.57  -0.2361
C: 2.39 1.54 -0.70  0.4684
C: 2.66 0.75 -1.82  0.4111
C: 3.21 -0.51 -1.64  -0.8465
C: 3.45 -1.00 -0.37  -1.0038
H: 3.87 -1.98 -0.24  0.3505
H: 3.44 -1.10 -2.51  0.4481
O: 2.40 1.17 -3.10  -0.4655
C: 1.55 2.29 -3.15  -0.4466
C: 1.99 3.34 -2.12  -0.4851
H: 1.36 4.22 -2.16  0.3450
H: 3.03 3.62 -2.33  0.2917
O: 1.88 2.81 -0.82  -0.4327
H: 1.61 2.69 -4.17  0.3487
H: 0.52 1.99 -2.93  0.2710
H: 2.43 1.68 1.43  0.8100
H: 3.69 -1.65 2.10  0.3191
H: 0.14 1.49 2.56  0.4671
H: -1.93 1.26 1.25  0.4270
C: -3.89 0.03 0.21  -0.7338
C: -5.12 -0.68 -0.37  -0.7221
C: -4.51 -1.70 -1.32  -0.6855
H: -5.09 -2.61 -1.44  0.3626
H: -4.35 -1.27 -2.32  0.2598
H: -5.80 0.01 -0.86  0.3530
H: -5.66 -1.19 0.43  0.3040
H: -4.05 0.37 1.23  0.4613
H: -3.61 0.89 -0.42  0.3158